1.
Below is a molecular structure, C4H8InO3 in a non-equilibrium geometry, with properties calculated with ωB97M-V/def2-TZVPD.

The geometry in XYZ format:
```
16
Properties=species:S:1:pos:R:3:lowdin_charge:R:1
In 0.0702 -1.9806 -1.6252 1.722
O -0.6545 -2.1176 0.0494 -0.054
O 2.1633 -1.0316 -0.3188 0.050
O 1.4738 -0.7765 -1.5013 -0.107
C -1.2933 -2.4822 2.2977 0.076
C 1.8685 -0.3572 0.6980 0.007
C 2.7081 -0.4763 1.8836 0.082
C -1.0581 -2.8997 0.9115 -0.061
H -2.2780 -2.0245 2.4273 0.160
H -1.0835 -3.9774 0.6748 0.189
H 2.1949 0.0658 2.6957 0.140
H 1.1001 0.4168 0.5742 0.199
H 3.6425 0.0745 1.6952 0.174
H 2.8946 -1.5192 2.1540 0.143
H -0.4823 -1.7485 2.5708 0.136
H -1.1544 -3.3584 2.9510 0.143
```

Calculated values
Highest occupied orbital energy   -0.9450 Eh
LUMO   -17.56 eV
Total charge   +3
E_tot   -15551.9843 eV
ΔE to the lowest compared entry with this formula, charge and spin   124.5 kJ/mol

2.
Below is a molecular structure, C4H8IrMgO3 in a non-equilibrium geometry, with properties calculated with ωB97M-V/def2-TZVPD.

The geometry in XYZ format:
```
17
Properties=species:S:1:pos:R:3:lowdin_charge:R:1
Ir 2.0721 0.6432 0.2619 1.413
Mg -0.5548 0.8364 0.8394 0.950
O 0.7594 1.8712 -0.2292 -0.537
O 0.8158 -0.5830 0.3332 -0.522
O -1.8605 -0.9168 0.5616 -0.208
C -2.3473 1.1764 -0.4584 0.193
C -1.1031 -1.8906 -0.1450 -0.138
C 0.3408 -1.8927 0.3234 -0.195
C -2.8757 -0.1927 -0.1868 -0.199
H 0.9168 -2.5487 -0.3506 0.161
H 0.2507 2.2794 -1.0937 0.170
H -3.0937 1.8725 -0.8619 0.106
H -1.5689 -2.8834 -0.0468 0.168
H 0.4805 -2.2992 1.3392 0.158
H -3.0896 -0.7641 -1.1093 0.160
H -1.1037 -1.5952 -1.2092 0.151
H -3.8116 -0.2178 0.4016 0.167
```

Calculated values
Highest occupied orbital energy (alpha / beta)   -0.6344 / -0.6617 Eh
LUMO (alpha / beta)   -9.07 / -11.81 eV
Spin multiplicity   6
Total charge   +2
E_tot   -18677.8225 eV
ΔE to the lowest compared entry with this formula, charge and spin   175.4 kJ/mol
⟨S²⟩   8.77

3.
Below is a gas-phase ion, C4H8N (charge +1) in a non-equilibrium geometry, with properties calculated with ωB97M-V/def2-TZVPD.

The geometry in XYZ format:
```
13
Properties=species:S:1:pos:R:3:lowdin_charge:R:1
N -0.3955 0.1669 -0.6501 -0.049
C 1.5570 -0.0774 0.2562 -0.035
C 0.6386 1.0411 0.0924 -0.094
C 0.9160 -0.9455 -0.4857 0.103
C -1.4621 -0.3231 0.2652 -0.009
H 0.8026 -2.0276 -0.5014 0.131
H -1.3853 0.3783 1.0798 0.086
H -0.8064 0.3383 -1.5916 0.193
H 0.9668 1.9119 -0.4876 0.149
H 0.2061 1.4058 0.9753 0.109
H -1.1611 -1.3796 0.5972 0.123
H -2.4261 -0.3362 -0.3434 0.132
H 2.5494 -0.1529 0.7936 0.162
```

Calculated values
Highest occupied orbital energy   -0.5741 Eh
LUMO   -3.63 eV
SMILES string   C[N@@H+]1C=CC1
Total charge   +1
E_tot   -5757.9753 eV
ΔE to the lowest compared entry with this formula, charge and spin   182.2 kJ/mol

4.
Below is a molecular structure, C4H8N in a non-equilibrium geometry, with properties calculated with ωB97M-V/def2-TZVPD.

The geometry in XYZ format:
```
13
Properties=species:S:1:pos:R:3:lowdin_charge:R:1
N -1.1745 -1.1192 -0.0021 0.182
C 1.0817 0.3774 -0.7457 0.080
C -0.4135 -0.0751 0.3228 -0.453
C -0.6491 1.2124 -0.1378 0.131
C 0.9780 -0.4301 0.6150 -0.064
H 1.7581 1.2135 -0.9853 0.119
H 1.4936 0.1666 1.4221 0.154
H 0.9593 -0.3451 -1.6207 0.139
H -1.4453 1.3631 -0.8384 0.110
H 1.2997 -1.4514 0.6947 0.122
H -2.1163 -1.1186 -0.4768 0.174
H -0.7898 -2.0580 0.2845 0.162
H -0.1912 2.0774 0.4146 0.146
```

Calculated values
Highest occupied orbital energy   -0.5645 Eh
LUMO   -3.64 eV
Total charge   +1
E_tot   -5758.8198 eV
ΔE to the lowest compared entry with this formula, charge and spin   100.8 kJ/mol

5.
Below is 2 unconnected molecules or ions with the total composition C4H8N in a non-equilibrium geometry, with properties calculated with ωB97M-V/def2-TZVPD.

The geometry in XYZ format:
```
13
Properties=species:S:1:pos:R:3:lowdin_charge:R:1
N 0.2184 -0.3123 -0.5536 -0.056
C 1.5552 0.4051 -0.4933 0.011
C -2.2511 -0.2077 0.1501 0.068
C 1.1573 -0.5747 0.4952 -0.085
C -1.0288 0.1711 -0.0680 -0.073
H 2.3460 0.1231 -1.1805 0.149
H 0.1917 -0.7637 -1.4665 0.206
H 1.6025 -1.6184 0.4559 0.162
H 1.5221 1.3909 -0.0681 0.097
H -0.4079 2.4646 0.8290 0.181
H 0.6005 -0.4039 1.5010 0.178
H -2.6589 -1.1759 -0.2031 0.109
H -2.8472 0.5018 0.6019 0.052
```

Calculated values
Highest occupied orbital energy (alpha / beta)   -0.5256 / -0.5521 Eh
LUMO (alpha / beta)   -4.54 / -5.22 eV
Total charge   +1
E_tot   -5753.2193 eV
ΔE to the lowest compared entry with this formula, charge and spin   641.1 kJ/mol

6.
Below is a single C4H8N2 molecule in a non-equilibrium geometry, with properties calculated with ωB97M-V/def2-TZVPD.

The geometry in XYZ format:
```
14
Properties=species:S:1:pos:R:3:lowdin_charge:R:1
N -1.6437 0.4887 -0.2224 -0.035
N -0.3089 0.7437 0.3415 0.017
C 0.2087 -1.4213 -0.7126 -0.040
C 1.8148 -0.0428 0.7861 -0.067
C -2.2291 1.6548 -0.2547 -0.058
C 0.5159 -0.1588 0.1048 -0.441
H -1.7277 2.6232 0.0193 0.078
H 1.0828 -1.9959 -0.8988 0.057
H -0.2461 -1.1903 -1.6619 0.061
H -3.3367 1.5495 -0.4621 0.073
H 1.8925 0.8721 1.4265 0.092
H -0.6246 -1.9289 -0.1783 0.091
H 1.8402 -0.9460 1.4438 0.093
H 2.7620 -0.2482 0.2687 0.079
```

Calculated values
Highest occupied orbital energy   -0.3438 Eh
LUMO   1.07 eV
SMILES string   C=NN=C(C)C
E_tot   -7255.8675 eV
ΔE to the lowest compared entry with this formula, charge and spin   193.7 kJ/mol

7.
Below is a single C4H8N2 molecule in a non-equilibrium geometry, with properties calculated with ωB97M-V/def2-TZVPD.

The geometry in XYZ format:
```
14
Properties=species:S:1:pos:R:3:lowdin_charge:R:1
N 0.9505 0.6504 -0.1735 -0.097
N -0.6099 -1.4653 1.4519 0.129
C 1.3841 0.1021 1.1013 -0.212
C -1.5610 -0.4202 -0.4683 -0.101
C 0.1237 -0.2493 -0.9449 -0.212
C 0.3344 -0.8122 1.6012 -0.191
H -2.2303 -0.7010 0.3924 0.053
H 0.7361 -1.1624 -1.1074 0.112
H -1.9292 -1.0795 -1.2462 0.042
H -1.8253 0.6209 -0.6052 0.036
H -0.0278 0.2149 -1.9276 0.096
H 2.2915 -0.4976 0.9612 0.118
H 0.4830 1.5435 -0.0688 0.109
H 1.6126 0.9016 1.8092 0.117
```

Calculated values
Highest occupied orbital energy   -0.3436 Eh
LUMO   0.92 eV
SMILES string   CCNCC#N
E_tot   -7255.1892 eV
ΔE to the lowest compared entry with this formula, charge and spin   259.2 kJ/mol

8.
Below is a molecular structure, C4H8N2, with properties calculated with ωB97M-V/def2-TZVPD.

The geometry in XYZ format:
```
14
Properties=species:S:1:pos:R:3:lowdin_charge:R:1
N 0.4088 1.2121 -1.4308 -0.025
N 0.9849 -0.3044 1.6313 0.019
C -0.0493 -0.1372 -1.5494 -0.177
C 0.7761 -1.5441 1.4653 -0.142
C -0.7297 1.4061 -0.4683 -0.214
C -1.1223 -0.0198 -0.7595 -0.112
H -1.4353 2.1701 -0.8241 0.105
H 1.3575 -2.0829 0.7108 0.061
H -0.3946 1.6320 0.5559 0.090
H 0.3577 0.0609 2.3537 0.045
H 0.0460 -2.1411 2.0310 0.069
H -1.9659 -0.6445 -0.4987 0.083
H 1.3165 1.2754 -0.9619 0.097
H 0.3904 -0.8986 -2.1968 0.103
```

Calculated values
Highest occupied orbital energy   -0.3088 Eh
LUMO   1.10 eV
E_tot   -7254.9870 eV
ΔE to the lowest compared entry with this formula, charge and spin   278.7 kJ/mol

9.
Below is a molecular structure, C4H8N2 in a non-equilibrium geometry, with properties calculated with ωB97M-V/def2-TZVPD.

The geometry in XYZ format:
```
14
Properties=species:S:1:pos:R:3:lowdin_charge:R:1
N 1.7421 1.3447 -0.2774 -0.014
N 0.4348 1.4886 0.4436 -0.087
C -0.6224 0.4607 0.3158 -0.306
C -0.7430 -0.1490 -1.0293 -0.116
C -0.6402 -1.3876 -0.6579 -0.094
C -0.5015 -1.0556 0.7875 -0.135
H -0.8939 -2.3528 -1.0488 0.097
H 2.4288 0.7150 0.1187 0.048
H -1.6349 0.7924 0.4974 0.133
H -0.9180 0.2567 -1.9990 0.100
H 0.7322 1.5770 1.4008 0.085
H -1.2933 -1.3192 1.5065 0.100
H 0.4731 -1.4391 1.1927 0.111
H 1.4362 1.0680 -1.2506 0.078
```

Calculated values
Highest occupied orbital energy   -0.3070 Eh
LUMO   1.10 eV
E_tot   -7254.3888 eV
ΔE to the lowest compared entry with this formula, charge and spin   336.4 kJ/mol

10.
Below is a molecular structure, C4H8N2 in a non-equilibrium geometry, with properties calculated with ωB97M-V/def2-TZVPD.

The geometry in XYZ format:
```
14
Properties=species:S:1:pos:R:3:lowdin_charge:R:1
N 2.2903 -0.0840 0.0590 -0.012
N 1.1750 -0.8294 0.4550 -0.087
C -2.0351 -0.1487 0.2825 -0.012
C -0.0494 -0.3310 0.2381 -0.343
C -0.9552 0.8147 0.6290 -0.117
C -1.1659 -1.1419 -0.0116 -0.052
H -3.0235 -0.0093 0.2203 0.071
H -0.8257 1.7350 0.1134 0.096
H 0.4587 0.0833 -1.7257 0.079
H -1.0624 1.0705 1.6473 0.099
H 2.0182 0.2818 -0.9372 0.024
H 2.3154 0.8194 0.5270 0.069
H -1.4369 -2.0094 -0.4394 0.079
H 1.1037 -1.7819 0.5199 0.106
```

Calculated values
Highest occupied orbital energy (alpha / beta)   -0.2778 / -0.2778 Eh
LUMO (alpha / beta)   0.18 / 0.18 eV
E_tot   -7251.2060 eV
ΔE to the lowest compared entry with this formula, charge and spin   643.5 kJ/mol